<1>
This record from the OMol25 dataset describes a molecular structure, C42H52BaN5O6P. The level of theory is ωB97M-V/def2-TZVPD.

XYZ file:
```
107
Properties=species:S:1:pos:R:3
Ba 1.6819 -0.6541 0.1776
O 4.2499 -0.5736 0.7931
C 5.2240 -1.1562 0.2030
C 6.2315 -1.8170 0.9713
C 7.3312 -2.4260 0.4117
C 7.5239 -2.4197 -0.9717
C 6.5694 -1.7908 -1.7512
C 5.4248 -1.1758 -1.2302
C 4.5434 -0.5670 -2.2244
N 3.3580 -0.1568 -2.0179
N 2.6374 0.3204 -3.0929
C 1.6322 1.0718 -2.7029
O 1.3696 1.5185 -1.5399
C 0.6332 1.4020 -3.7869
C 0.8651 1.1320 -5.1338
C -0.1086 1.4043 -6.0841
C -1.3333 1.9417 -5.7009
C -1.5711 2.2075 -4.3590
C -0.5924 1.9421 -3.4101
H 6.0826 -1.8164 2.0456
H 8.0566 -2.9132 1.0568
H 8.3894 -2.8903 -1.4215
H 6.7017 -1.7725 -2.8300
H 4.9651 -0.4745 -3.2338
H 1.8151 0.6937 -5.4098
H 0.0813 1.1876 -7.1294
H -2.0968 2.1428 -6.4441
H -2.5232 2.6157 -4.0402
H -0.7629 2.1339 -2.3584
C -8.1886 4.1972 -1.8992
O -7.5737 3.9191 -3.1421
C -7.1221 2.6203 -3.2974
C -7.8839 1.5209 -2.9359
C -7.3915 0.2381 -3.1542
C -6.1332 0.0448 -3.7098
C -5.3882 1.1607 -4.0985
C -5.8790 2.4377 -3.8887
N -5.7115 -1.2676 -4.0433
N -4.6043 -1.7382 -3.6678
C -3.7589 -1.1811 -2.7208
C -4.1376 -0.3702 -1.6375
C -3.2563 -0.0059 -0.6501
C -1.8834 -0.4073 -0.6273
O -1.1145 -0.0802 0.3021
C -1.4564 -1.2261 -1.7825
N -0.1578 -1.5871 -1.8568
C 0.2653 -2.3235 -2.8563
C -0.5878 -2.7705 -3.8738
C -1.9097 -2.4201 -3.8249
C -2.3921 -1.6266 -2.7627
H -8.2761 5.2800 -1.8268
H -7.5814 3.8255 -1.0696
H -9.1893 3.7613 -1.8267
H -8.8640 1.6593 -2.4969
H -7.9799 -0.6312 -2.8871
H -4.4084 1.0178 -4.5368
H -5.3042 3.3110 -4.1713
H -5.1670 -0.0585 -1.5329
H -3.5963 0.5868 0.1912
H 1.3243 -2.5618 -2.8768
H -0.1951 -3.3692 -4.6856
H -2.6036 -2.7276 -4.5951
C 3.7487 3.5415 2.2132
C 3.4821 2.7976 0.9213
O 2.4294 3.4504 0.2421
H 4.5713 3.0763 2.7612
H 2.8553 3.5355 2.8427
H 4.0074 4.5828 2.0061
H 3.2488 1.7513 1.1524
H 4.3939 2.7701 0.3114
H 2.0835 2.8562 -0.4574
C 1.9679 -4.2507 1.1685
O 1.6194 -2.9468 0.9369
H 1.6680 -4.9392 0.3520
H 1.5042 -4.6745 2.0898
H 3.0599 -4.3952 1.2950
C 3.4952 -1.0221 4.3319
C 2.0736 -1.5885 4.4151
C 1.7385 -2.0844 5.8212
P 0.9429 -0.4073 3.5474
C 1.0470 1.2342 4.4173
C 0.9693 1.3136 5.9418
C 0.0311 2.1736 3.7595
C -0.7877 -1.0449 3.7362
C -0.8118 -2.4812 3.1875
C -1.5068 -0.9430 5.0814
H 4.2176 -1.7772 4.6553
H 3.6196 -0.1486 4.9806
H 3.7508 -0.7412 3.3066
H 2.0394 -2.4464 3.7321
H 1.7017 -1.2741 6.5513
H 2.5053 -2.7922 6.1537
H 0.7807 -2.6030 5.8476
H 2.0427 1.5853 4.1222
H 0.0232 0.9282 6.3247
H 1.0558 2.3582 6.2620
H 1.7772 0.7571 6.4167
H -0.9911 1.9130 4.0455
H 0.0897 2.1330 2.6700
H 0.2091 3.2069 4.0703
H -1.3307 -0.4273 3.0118
H -0.4438 -3.1902 3.9349
H -0.1947 -2.5894 2.2875
H -1.8375 -2.7679 2.9399
H -0.9476 -1.4187 5.8891
H -2.4791 -1.4426 5.0126
H -1.6920 0.0936 5.3673
```

Results
charge: -2
orbital gap: 5.73 eV
E_LUMO: 0.1375 Eh



<2>
This record from the OMol25 dataset describes a molecular structure, C42H52BaN5O6P. The level of theory is ωB97M-V/def2-TZVPD.

XYZ file:
```
107
Properties=species:S:1:pos:R:3
Ba -0.5065 0.5009 0.5207
O 1.5976 -0.6395 0.4656
C 2.2625 -1.3262 -0.3969
C 3.6779 -1.3161 -0.4202
C 4.3931 -2.0914 -1.3055
C 3.7480 -2.8857 -2.2459
C 2.3658 -2.8827 -2.2910
C 1.6226 -2.1480 -1.3791
C 0.1812 -2.1722 -1.3454
N -0.5762 -2.2980 -2.3618
N -1.9149 -2.2339 -2.1882
C -2.4125 -1.2062 -1.5479
O -1.7932 -0.1965 -1.0961
C -3.8928 -1.2640 -1.4140
C -4.5348 -0.2571 -0.6988
C -5.9000 -0.3063 -0.4942
C -6.6384 -1.3697 -0.9920
C -6.0028 -2.3849 -1.6944
C -4.6400 -2.3297 -1.9122
H 4.1888 -0.6848 0.2970
H 5.4775 -2.0763 -1.2663
H 4.3293 -3.4977 -2.9249
H 1.8327 -3.4768 -3.0236
H -0.2458 -2.0463 -0.3407
H -3.9263 0.5378 -0.2965
H -6.3934 0.4856 0.0575
H -7.7087 -1.4133 -0.8270
H -6.5790 -3.2272 -2.0641
H -4.1273 -3.0951 -2.4753
C 9.4285 4.5290 -0.6130
O 8.4756 4.3382 -1.6197
C 7.2906 5.0507 -1.5112
C 7.1523 6.2512 -0.8293
C 5.9284 6.8971 -0.7956
C 4.8004 6.3440 -1.4096
C 4.9604 5.1191 -2.0866
C 6.1826 4.4988 -2.1524
N 3.6501 7.0762 -1.5837
N 2.4799 6.6033 -1.5440
C 2.1534 5.4878 -0.8485
C 2.8135 5.0906 0.3340
C 2.4024 4.0247 1.0767
C 1.3725 3.1350 0.6413
O 1.0348 2.1247 1.2730
C 0.7130 3.5046 -0.6111
N -0.2091 2.6542 -1.0660
C -0.8726 2.9428 -2.1578
C -0.6684 4.1287 -2.8752
C 0.2991 5.0036 -2.4443
C 1.0369 4.7063 -1.2868
H 10.1318 3.6989 -0.6934
H 8.9672 4.5158 0.3804
H 9.9806 5.4696 -0.7394
H 7.9965 6.6965 -0.3197
H 5.8343 7.8312 -0.2607
H 4.1041 4.6760 -2.5747
H 6.2994 3.5667 -2.6845
H 3.6079 5.7302 0.7059
H 2.8707 3.8062 2.0261
H -1.6005 2.2081 -2.4750
H -1.2529 4.3312 -3.7652
H 0.5110 5.9274 -2.9668
C 2.6315 -3.9734 3.2481
C 2.3051 -2.8818 2.2376
O 2.6910 -1.6289 2.7337
H 2.1265 -4.8934 2.9642
H 2.3112 -3.6683 4.2412
H 3.7038 -4.1557 3.2802
H 1.2258 -2.8724 2.0210
H 2.8297 -3.1023 1.2988
H 2.4110 -0.9863 2.0387
C -2.4409 2.4000 2.5514
O -1.9493 1.4037 1.7886
H -1.8241 3.3187 2.4984
H -2.4963 2.1353 3.6342
H -3.4735 2.7043 2.2585
C -0.6032 -0.8824 4.2547
C -1.1462 -2.2800 3.9775
C -2.0641 -2.7373 5.1099
P -1.8172 -2.2676 2.2100
C -1.5518 -4.0815 1.6984
C -2.3787 -4.4000 0.4547
C -1.6961 -5.1804 2.7528
C -3.6897 -2.0529 2.2864
C -3.9706 -0.6704 2.8614
C -4.6167 -3.0912 2.9217
H -0.1244 -0.8396 5.2327
H -1.3975 -0.1438 4.2136
H 0.1342 -0.6135 3.5037
H -0.2902 -2.9649 3.9308
H -2.8542 -2.0128 5.2877
H -1.4909 -2.8239 6.0361
H -2.5191 -3.7031 4.9059
H -0.4977 -4.0757 1.3824
H -3.4363 -4.5133 0.6851
H -2.0333 -5.3266 -0.0061
H -2.2750 -3.6038 -0.2808
H -2.7209 -5.2579 3.1102
H -1.0408 -5.0043 3.6023
H -1.4090 -6.1421 2.3199
H -3.9371 -2.0104 1.2172
H -3.8462 -0.6591 3.9432
H -4.9899 -0.3642 2.6316
H -3.2851 0.0529 2.4148
H -4.5397 -3.0930 4.0062
H -4.4261 -4.0970 2.5570
H -5.6467 -2.8372 2.6580
```

Results
charge: -2
orbital gap: 5.89 eV
E_LUMO: 0.1412 Eh



Of them, <2> has the lowest stability.



<1>
This record from the OMol25 dataset describes 2 unconnected molecules or ions with the total composition C6H9ClN2. The level of theory is ωB97M-V/def2-TZVPD.

XYZ file:
```
18
Properties=species:S:1:pos:R:3
Cl 2.9279 0.2047 -0.1988
C 1.2511 0.6112 -0.2176
N 0.6323 0.4480 -1.3047
C -0.7639 0.8090 -1.3511
C -1.4835 0.7703 0.0035
C -0.6116 1.3332 1.0765
C 0.7118 1.2193 0.9874
H -0.8126 1.8175 -1.7837
H -1.2393 0.1282 -2.0598
H -1.7029 -0.2673 0.2767
H -2.4286 1.3114 -0.0638
H -1.0779 1.7751 1.9466
H 1.3972 1.5645 1.7440
C 0.4863 -2.5409 -0.1165
N 0.4989 -1.6482 0.7608
H -0.3416 -2.5456 -0.8170
H 1.2521 -3.3141 -0.2724
H 1.3041 -1.6762 1.3899
```

Results
orbital gap: 9.72 eV
E_LUMO: 0.0225 Eh



<2>
This record from the OMol25 dataset describes a molecular structure, C6H9ClN2. The level of theory is ωB97M-V/def2-TZVPD.

XYZ file:
```
18
Properties=species:S:1:pos:R:3
C 1.9638 1.1996 0.0341
C 0.9030 1.1889 1.0308
C 2.0198 0.2437 -0.9141
C -0.3112 0.3533 0.6312
C 0.0030 -0.7082 -0.5073
C -2.2576 -1.4607 -0.1503
N 1.0715 -0.7112 -1.2053
N -1.0308 -1.4657 -0.8533
Cl 0.9756 3.4544 1.4197
H 2.6271 1.9714 0.0146
H 1.2923 1.1241 1.9891
H 2.8161 0.1468 -1.6515
H -0.6373 -0.0846 1.4963
H -1.1214 1.0517 0.1875
H -2.6748 -0.5544 -0.4509
H -2.9404 -2.4375 -0.4035
H -2.0717 -1.3717 0.9847
H -0.6269 -1.9398 -1.6517
```

Results
orbital gap: 7.75 eV
E_LUMO: -0.0181 Eh



Of them, <2> has the lowest stability.



<1>
This record from the OMol25 dataset describes 2 unconnected molecules or ions with the total composition C5H11ClN2. The level of theory is ωB97M-V/def2-TZVPD.

XYZ file:
```
19
Properties=species:S:1:pos:R:3
C -0.9523 2.0295 -2.2842
C -0.7212 1.1317 -1.1370
C 0.2357 -0.4013 0.9329
C -0.0209 -1.8221 0.1251
C 0.6163 -0.7952 2.3677
H -0.0209 2.0540 -2.8338
H -1.8096 1.7908 -3.0344
H -1.2473 3.1403 -1.6685
H -1.5509 0.8707 -0.5932
H 1.7187 -0.2366 0.1100
H -0.6821 0.0535 1.0876
H -0.1179 -3.1116 0.8889
H 1.1301 -1.8663 -0.2858
H -0.9443 -1.6005 -0.7667
H -0.2491 -1.2083 2.9542
H 0.9765 0.2513 2.5672
N 0.5603 0.9267 -0.9456
N 1.0158 0.4653 0.2753
Cl 2.0630 -1.6718 2.2401
```

Results
orbital gap: 9.73 eV
E_LUMO: 0.0279 Eh



<2>
This record from the OMol25 dataset describes C5H11ClN2 in the gas phase. The level of theory is ωB97M-V/def2-TZVPD.

XYZ file:
```
19
Properties=species:S:1:pos:R:3
C -1.7639 -0.7546 -1.0976
C -0.4271 -0.8229 -0.2420
N -0.5434 -1.1363 1.1797
C 0.6695 -0.2869 1.4709
C 0.3106 0.4133 0.1239
N -0.5954 1.5539 0.2312
C 1.6311 0.7603 -0.7995
Cl 2.8280 1.9208 -0.0093
H -2.4315 -1.6008 -0.8163
H -2.2179 0.3617 -1.0255
H -1.2577 -0.8807 -2.2332
H 0.1876 -1.5345 -0.7385
H -0.4593 -2.1090 1.3733
H 1.5942 -0.8718 1.4252
H 0.7152 0.2678 2.3935
H -1.4152 1.3760 0.7339
H -0.2520 2.4346 0.6699
H 2.1452 -0.2240 -0.8409
H 1.2821 1.1332 -1.7985
```

Results
orbital gap: 10.04 eV
E_LUMO: 0.0322 Eh



Of them, <1> has the lowest stability.



<1>
This record from the OMol25 dataset describes 2 unconnected molecules or ions with the total composition CH2Cl2FN. The level of theory is ωB97M-V/def2-TZVPD.

XYZ file:
```
7
Properties=species:S:1:pos:R:3
C -1.0510 -1.1161 0.9844
N 1.3724 0.6321 -1.1051
F -2.2840 -1.5120 0.6646
Cl -0.0683 -0.3421 -1.1421
Cl -1.1897 0.3003 1.8204
H 1.2968 1.6307 -0.8705
H 1.9238 0.4071 -0.3516
```

Results
orbital gap: 9.03 eV
E_LUMO: -0.0019 Eh



<2>
This record from the OMol25 dataset describes a molecular structure, CH2Cl2FN. The level of theory is ωB97M-V/def2-TZVPD.

XYZ file:
```
7
Properties=species:S:1:pos:R:3
C 2.0179 -0.0303 -0.1831
N 0.2844 0.0200 0.4275
F 1.7689 0.1505 -1.5131
Cl 2.8075 1.4635 0.4579
Cl 2.6304 -1.5599 0.1492
H -0.1819 0.8933 0.2949
H -0.0579 -0.5881 -0.3498
```

Results
orbital gap: 10.83 eV
E_LUMO: 0.0208 Eh



Of them, <1> has the lowest stability.



<1>
This record from the OMol25 dataset describes a gas-phase ion, C4H14N3 (charge +1). The level of theory is ωB97M-V/def2-TZVPD.

XYZ file:
```
21
Properties=species:S:1:pos:R:3
C 1.5711 1.2694 0.2777
C 1.5867 -1.0153 -0.1226
C -1.2735 -1.0830 0.7228
C -0.9065 0.0453 -1.4007
N -1.2722 1.2378 0.5299
N 0.7456 0.0580 0.4852
N -0.6551 0.0914 0.0148
H 1.0464 2.1520 0.7124
H 2.4812 0.9445 0.7489
H 1.7427 1.6048 -0.6846
H 1.1588 -1.9517 -0.0808
H 2.0056 -0.7103 -1.1545
H 2.5198 -1.1428 0.4285
H -1.2361 -1.1343 1.7991
H -2.3502 -1.0649 0.5750
H -1.1751 -2.0830 0.3176
H -0.5816 0.9036 -1.8750
H -0.4104 -0.9004 -1.7395
H -1.9141 0.0940 -1.5946
H -0.7650 1.6014 1.3844
H -2.3183 1.0835 0.6559
```

Results
spin multiplicity: 3
charge: +1
orbital gap (spin up / spin down): 5.22 / 7.39 eV
E_LUMO (spin up / spin down): -0.0982 / -0.2642 Eh



<2>
This record from the OMol25 dataset describes 2 unconnected molecules or ions with the total composition C4H14N3. The level of theory is ωB97M-V/def2-TZVPD.

XYZ file:
```
21
Properties=species:S:1:pos:R:3
C -2.5602 -0.2196 1.5267
C 1.7932 -0.6816 0.7585
C 1.6648 -1.4331 -1.4721
C 0.0884 1.7131 -0.3372
N -1.2797 1.8297 -0.9133
N 0.6184 0.5390 -0.9820
N 1.4015 -0.3199 -0.5426
H -1.6605 -0.4995 2.0104
H -2.5864 -0.1791 0.4448
H -2.8994 0.7612 1.7055
H 0.9654 -0.5537 1.5272
H 1.9898 -1.8154 0.7476
H 2.7239 -0.1859 1.2098
H 2.5576 -2.0000 -1.1475
H 0.8046 -2.1397 -1.5491
H 1.8771 -0.9505 -2.4376
H 0.1416 1.5257 0.7306
H 0.7972 2.5656 -0.6353
H -1.8225 1.1036 -0.5773
H -3.3646 -0.8582 1.9362
H -1.2502 1.7984 -2.0033
```

Results
spin multiplicity: 3
charge: +1
orbital gap (spin up / spin down): 10.34 / 6.05 eV
E_LUMO (spin up / spin down): -0.1024 / -0.3023 Eh



Of them, <1> has the lowest stability.



<1>
This record from the OMol25 dataset describes 2 unconnected molecules or ions with the total composition C10H18N3O. The level of theory is ωB97M-V/def2-TZVPD.

XYZ file:
```
32
Properties=species:S:1:pos:R:3
C -2.2250 -0.3401 0.9097
C -1.4721 -0.8040 2.1616
C -1.4013 -1.7456 -0.9052
N -2.4433 -1.3715 -0.0986
N -1.3289 -1.1789 -2.0864
N -0.4587 -2.5474 -0.4743
H -3.1707 0.1327 1.1661
H -1.5592 0.3996 0.4719
H -1.4208 0.0198 2.8662
H -0.4160 -0.8810 1.8683
H -3.2409 -1.9908 -0.0920
H -2.1296 -0.6354 -2.3609
H -0.6081 -1.3652 -2.7675
H -0.4376 -2.8263 0.4933
H 0.3731 -2.8554 -0.9631
H -1.8022 -1.7618 2.5582
C 3.3270 -0.1590 -1.0575
C 1.2282 1.1365 -1.3900
C 2.2356 0.7322 -0.5032
C 0.1519 1.9197 -0.9637
C 0.0155 2.1932 0.3862
C 2.1048 1.0658 0.8366
C 0.9132 1.6298 1.2883
O -1.0230 2.9929 0.7593
H 1.3584 0.8963 -2.4401
H -0.2977 2.5297 -1.7257
H 3.7959 -0.7759 -0.2814
H 4.1063 0.4995 -1.4411
H 2.8130 0.7824 1.6086
H -0.8741 3.3833 1.6281
H 0.8339 1.8348 2.3490
H 3.0522 -0.9101 -1.8007
```

Results
charge: +1
orbital gap: 8.35 eV
E_LUMO: -0.1127 Eh



<2>
This record from the OMol25 dataset describes 2 unconnected molecules or ions with the total composition C10H18N3O. The level of theory is ωB97M-V/def2-TZVPD.

XYZ file:
```
32
Properties=species:S:1:pos:R:3
C 2.9005 -1.9642 0.3414
C -0.3999 -1.1362 -1.3529
C 0.9456 -1.3608 -1.1943
C -1.2881 -1.4753 -0.3120
C 1.4154 -2.0135 -0.0082
C -0.8727 -2.3423 0.6497
C 0.5072 -2.5840 0.8512
O -2.5078 -0.8341 -0.3468
H -0.8043 -0.7392 -2.2756
H 1.7385 -1.0981 -1.8808
H -3.2251 -1.3807 -0.0280
H -1.5482 -2.8125 1.3588
H 3.2504 -1.0175 0.7426
H 3.4806 -2.1975 -0.5525
H 0.7734 -3.2402 1.6684
H 3.0425 -2.7633 1.0700
C 0.9244 2.1730 -0.9658
C 1.0874 3.6992 -0.8904
C -0.6697 1.5391 0.7547
N 0.5885 1.6189 0.3789
N -0.9264 0.9564 1.9421
N -1.6735 2.0568 0.0584
H 0.2018 1.7474 -1.6526
H 1.9475 1.8655 -1.1713
H 0.5450 4.1640 -0.0642
H 0.6494 4.1858 -1.7676
H 1.3498 1.1816 0.8858
H -0.5496 0.0397 2.1260
H -1.7774 1.1447 2.4155
H -1.6490 2.7586 -0.6593
H -2.5323 1.5713 0.1743
H 2.1337 3.9784 -0.8327
```

Results
charge: +1
orbital gap: 9.32 eV
E_LUMO: -0.0926 Eh



Of them, <1> has the lowest stability.